[1]
Here is a cluster of 7 separate species, C39H55ClNO9P in total in a non-equilibrium geometry from the OMol25 dataset. Energies are from ωB97M-V with the def2-TZVPD basis set.

XYZ file:
```
106
Properties=species:S:1:pos:R:3:forces:R:3:mulliken_charge:R:1
C 3.350 -6.899 1.373 -0.39 0.10 -0.34 -1.1355
C 2.483 -5.650 1.077 -0.12 -0.52 0.45 -0.1189
P 1.573 -5.927 -0.498 0.37 -0.48 -0.64 -0.2248
C -0.034 -6.683 0.051 0.23 0.68 -0.17 -1.0036
C 1.089 -4.285 -1.202 -0.17 0.15 0.83 0.3958
C 1.697 -3.950 -2.402 0.07 0.20 -0.23 -0.7120
C 1.398 -2.773 -3.072 0.04 0.37 -0.35 -0.9749
C 0.474 -1.909 -2.547 -0.12 -0.08 0.62 0.1998
O 0.166 -0.712 -3.237 0.48 -0.13 -0.14 -0.4760
C -1.038 -0.682 -3.694 1.05 -0.14 0.60 0.5133
N -2.116 -0.707 -4.061 -1.45 0.15 -0.60 -0.5101
C -0.160 -2.198 -1.347 -0.09 0.09 0.01 0.7589
C 0.153 -3.379 -0.674 0.28 -0.15 -0.38 0.6072
C -0.591 -3.625 0.602 -0.11 0.19 -0.09 -0.1894
O -0.081 -4.078 1.593 0.07 -0.27 0.20 -0.5144
C -2.024 -3.221 0.549 0.21 -0.24 -0.01 0.7408
C -3.012 -3.988 1.139 -0.40 0.32 -0.07 -0.6872
C -4.342 -3.587 1.023 0.11 -0.18 0.18 0.4092
C -5.438 -4.443 1.613 0.29 0.25 -0.74 -1.6117
C -6.170 -5.247 0.523 0.10 -0.39 0.44 0.4296
C -5.258 -5.829 -0.531 0.09 -0.03 -0.24 -1.3100
Cl -6.979 -6.648 1.349 -0.17 0.17 0.03 -0.2189
C -4.635 -2.416 0.337 -0.14 0.34 -0.25 -0.5125
C -3.645 -1.637 -0.241 0.22 -0.07 0.17 -1.1550
C -2.327 -2.052 -0.137 -0.31 -0.14 0.07 0.5814
C -1.208 -1.310 -0.754 0.01 -0.01 -0.03 -0.2005
O -1.141 -0.107 -0.771 -0.14 0.23 -0.25 -0.4249
H 3.342 -7.562 0.511 0.28 -0.11 -0.11 0.3749
H 2.926 -7.476 2.189 0.06 0.01 0.23 0.3271
H 4.372 -6.620 1.596 0.15 -0.04 0.06 0.1715
H 1.768 -5.549 1.886 -0.11 0.38 0.03 0.2877
H 3.095 -4.754 1.057 0.04 0.15 -0.25 0.3826
H -0.142 -7.674 -0.371 0.08 -0.21 0.08 0.4926
H -0.840 -6.069 -0.347 -0.23 -0.06 0.03 0.1834
H -0.094 -6.685 1.134 -0.14 -0.15 0.13 0.2909
H 2.419 -4.609 -2.860 0.03 -0.23 0.11 0.4128
H 1.856 -2.515 -4.015 0.12 -0.10 -0.07 0.5121
H -2.781 -4.904 1.663 0.23 -0.03 0.08 0.5298
H -6.128 -3.788 2.136 -0.21 -0.20 0.24 0.4320
H -4.990 -5.158 2.292 -0.03 -0.02 0.29 0.4520
H -6.980 -4.674 0.091 -0.09 0.10 -0.15 0.3545
H -4.377 -6.278 -0.080 0.11 -0.08 0.15 0.2825
H -4.916 -5.072 -1.235 -0.01 0.15 0.00 0.3109
H -5.766 -6.609 -1.090 -0.12 0.00 -0.08 0.4503
H -5.659 -2.089 0.220 -0.14 -0.08 0.11 0.4529
H -3.872 -0.732 -0.784 -0.08 0.09 -0.02 0.6568
C 5.925 -3.219 3.112 -0.23 -0.06 -0.19 -0.9169
C 6.677 -4.232 2.289 -0.03 0.00 0.00 0.9010
C 8.129 -4.444 2.640 0.02 -0.15 -0.21 -1.1152
O 6.146 -4.844 1.389 0.00 0.01 0.01 -0.5574
H 4.896 -3.158 2.763 0.00 -0.04 0.01 0.2056
H 5.928 -3.514 4.163 0.11 0.10 0.03 0.3269
H 6.399 -2.242 3.010 0.07 -0.01 0.16 0.2525
H 8.217 -4.787 3.672 0.03 0.12 0.04 0.3236
H 8.674 -3.505 2.529 -0.03 0.04 0.15 0.2534
H 8.558 -5.192 1.977 -0.02 -0.01 0.01 0.3323
C 8.138 0.741 5.010 -0.17 -0.08 -0.15 -1.1224
C 8.871 -0.286 4.182 -0.01 0.02 -0.01 0.8311
C 10.323 -0.523 4.515 -0.04 -0.15 -0.18 -1.1419
O 8.319 -0.892 3.291 0.05 -0.01 0.02 -0.5150
H 7.108 0.814 4.669 0.01 0.00 -0.01 0.2890
H 8.147 0.449 6.061 0.10 0.09 0.03 0.3287
H 8.618 1.715 4.907 0.06 -0.01 0.12 0.3487
H 10.418 -0.865 5.547 0.04 0.12 0.04 0.3416
H 10.890 0.401 4.393 0.00 0.02 0.13 0.3543
H 10.730 -1.281 3.850 -0.01 0.01 0.00 0.2730
C 1.077 2.022 -0.008 0.36 0.07 0.23 -0.7474
C 1.108 3.464 0.433 0.04 0.05 -0.02 0.5236
C -0.003 4.337 -0.093 0.23 0.15 0.22 -0.6725
O 1.971 3.893 1.165 -0.04 -0.03 -0.03 -0.5906
H 1.920 1.488 0.427 0.01 0.03 0.00 0.3646
H 0.151 1.555 0.319 -0.11 -0.02 -0.15 0.1184
H 1.139 1.962 -1.096 -0.18 -0.05 -0.01 0.2840
H -0.968 3.949 0.232 -0.06 -0.03 -0.17 0.2618
H 0.020 4.359 -1.183 -0.15 -0.09 -0.01 0.1102
H 0.114 5.351 0.284 0.00 0.00 0.00 0.3460
C -3.657 3.368 -2.402 0.24 0.05 0.15 -1.1348
C -3.682 4.825 -2.002 -0.07 -0.01 0.04 0.8638
C -4.806 5.669 -2.542 0.20 0.16 0.08 -1.2104
O -2.830 5.292 -1.277 -0.07 -0.02 0.00 -0.3513
H -2.799 2.876 -1.945 -0.01 0.00 -0.01 0.0945
H -4.571 2.874 -2.067 -0.06 0.00 -0.13 0.4621
H -3.584 3.279 -3.487 -0.14 -0.04 -0.01 0.3422
H -5.765 5.273 -2.207 -0.04 -0.03 -0.12 0.3743
H -4.781 5.675 -3.634 -0.09 -0.12 0.00 0.3721
H -4.704 6.687 -2.178 -0.07 0.00 0.00 0.1939
C -6.296 9.679 1.157 -0.18 -0.06 -0.15 -1.2039
C -5.625 8.613 0.325 0.05 -0.03 -0.01 0.8544
C -4.182 8.301 0.647 -0.08 -0.15 -0.21 -0.6519
O -6.216 8.037 -0.559 -0.01 0.02 0.03 -0.5150
H -7.324 9.806 0.825 0.01 -0.01 -0.01 0.3231
H -6.293 9.388 2.209 0.10 0.08 0.03 0.3194
H -5.766 10.626 1.049 0.06 -0.01 0.12 0.3160
H -4.098 7.958 1.680 0.05 0.12 0.05 0.3213
H -3.570 9.196 0.519 0.00 0.03 0.13 0.3196
H -3.815 7.521 -0.016 0.01 0.00 0.02 -0.0563
C -0.781 6.492 -3.568 -0.02 0.28 -0.05 -0.6479
C -1.110 7.004 -4.949 0.00 0.05 0.01 0.7184
C -0.832 6.071 -6.105 -0.09 0.18 -0.10 -1.0827
O -1.577 8.105 -5.125 0.00 -0.04 0.00 -0.5624
H -1.028 7.250 -2.829 -0.03 -0.02 0.01 0.2847
H -1.358 5.593 -3.355 0.13 -0.11 0.02 -0.0978
H 0.284 6.260 -3.500 -0.03 -0.14 -0.02 0.4395
H -1.410 5.151 -5.992 0.11 -0.07 0.04 0.2749
H 0.229 5.821 -6.137 -0.02 -0.12 0.05 0.3228
H -1.113 6.555 -7.038 0.00 0.01 0.01 0.3136
```
Forces are in eV/Å.

Summary:
- HOMO level (eV) = -8.4
- SMILES = CCP(C)c1ccc(OC#N)c2c1C(=O)c1cc(C[C@@H](C)Cl)ccc1C2=O.CC(C)=O.CC(C)=O.CC(C)=O.CC(C)=O.CC(C)=O.CC(C)=O
- maximum force (eV/Å) = 1.576
- multiplicity = 1

---

[2]
Here is a structure of composition C32H28BCl2N10O3RuS2 in a non-equilibrium geometry from the OMol25 dataset. Energies are from ωB97M-V with the def2-TZVPD basis set.

XYZ file:
```
79
Properties=species:S:1:pos:R:3:forces:R:3:mulliken_charge:R:1
Ru 0.156 -0.133 1.187 -0.48 -0.47 0.09 -0.9679
C 3.071 0.199 4.211 -0.04 -0.03 -0.14 -1.5189
C 1.826 0.530 3.684 0.24 0.04 0.24 -0.3088
N 1.756 0.103 2.428 -0.24 0.12 -0.04 0.4243
N 2.917 -0.485 2.121 0.58 -0.07 0.09 0.3573
C 3.729 -0.452 3.189 -0.18 0.09 0.23 0.0343
B 3.086 -1.156 0.744 -0.42 0.11 -0.10 0.4984
N 2.643 -0.136 -0.338 0.64 -0.11 -0.18 0.5165
C 3.323 0.387 -1.370 -0.23 0.08 0.05 0.0691
C 2.476 1.227 -2.063 -0.11 0.05 0.24 -1.5540
C 1.266 1.157 -1.379 0.32 0.19 -0.29 -0.5929
N 1.387 0.331 -0.345 -0.13 0.21 -0.26 0.5316
N 2.041 -2.289 0.710 0.62 -0.54 -0.19 0.6052
C 2.194 -3.607 0.523 -0.30 -0.24 -0.02 0.1536
C 0.956 -4.207 0.663 -0.07 0.17 0.06 -1.8022
C 0.079 -3.162 0.944 -0.02 -0.30 -0.03 -0.4178
N 0.753 -2.020 0.962 -0.19 0.20 0.11 0.5064
N 4.501 -1.587 0.522 0.47 0.24 0.16 0.5410
C 5.613 -0.820 0.698 0.16 -0.03 -0.09 -0.4428
C 6.699 -1.550 0.289 -0.13 0.13 0.07 -1.0154
C 6.156 -2.774 -0.132 -0.06 0.30 0.08 -0.3117
N 4.849 -2.778 0.007 -0.25 -0.62 -0.33 -1.0240
H 3.430 0.389 5.201 0.09 0.06 0.19 0.4577
H 1.004 1.036 4.158 -0.18 -0.04 -0.04 0.4838
H 4.701 -0.901 3.170 0.19 -0.07 -0.08 0.5989
H 4.350 0.141 -1.552 0.22 -0.14 0.03 0.5245
H 2.699 1.806 -2.935 0.06 0.10 -0.18 0.5410
H 0.335 1.646 -1.597 -0.12 -0.02 0.10 0.3560
H 3.165 -4.000 0.288 -0.01 -0.04 0.03 0.5923
H 0.735 -5.251 0.580 -0.07 -0.16 0.01 0.4576
H -0.979 -3.178 1.131 -0.10 0.09 0.01 0.6677
H 5.552 0.176 1.090 -0.03 0.21 0.07 0.6397
H 7.728 -1.255 0.292 0.20 0.11 0.03 0.4637
H 6.664 -3.631 -0.526 0.06 -0.21 -0.08 0.4733
Cl 0.052 2.308 1.499 0.72 0.60 0.56 0.2795
C -0.892 3.720 1.184 -0.54 0.55 -0.10 0.0033
C -0.659 4.824 1.982 0.23 -0.38 0.10 -0.7749
C -1.366 5.995 1.754 -0.09 -0.18 -0.22 -0.4705
C -2.321 6.047 0.751 -0.13 0.03 -0.12 -0.6032
C -2.560 4.936 -0.038 0.03 0.11 0.17 0.1499
Cl -3.748 5.001 -1.272 -0.13 0.29 0.00 -0.1810
C -1.836 3.739 0.145 -0.20 -0.61 -0.55 0.2207
S -2.106 2.377 -0.873 0.27 0.67 -0.20 0.2424
H 0.072 4.763 2.773 0.06 0.02 0.06 0.5038
H -1.164 6.866 2.356 -0.02 0.07 0.09 0.4062
H -2.889 6.947 0.577 -0.03 0.09 -0.03 0.4660
O -1.284 0.465 4.951 -0.42 -0.16 0.37 -0.5045
S -1.650 -0.605 4.030 1.31 0.75 -1.05 0.2411
N -0.923 -0.529 2.716 -1.03 -0.67 0.86 -0.1240
C -3.827 0.424 -3.789 -0.11 0.17 -0.18 -0.9617
O -3.249 -0.549 -2.947 -0.21 -0.08 0.31 -0.2879
C -1.924 -0.779 -3.015 0.74 -0.75 0.03 1.2281
C -1.038 -0.035 -3.782 -0.27 0.08 0.13 -0.5817
C 0.303 -0.373 -3.854 0.20 -0.40 0.12 -0.9817
C 0.788 -1.481 -3.167 0.01 0.34 -0.39 -0.8010
C -0.076 -2.249 -2.422 -0.61 0.11 0.12 -0.3539
C -1.432 -1.918 -2.311 0.81 0.94 -1.21 -0.3367
N -2.279 -2.756 -1.639 -0.78 -0.66 0.59 0.2125
C -3.465 -2.423 -1.037 0.36 -0.96 -0.37 -1.6714
C -3.710 -1.270 -0.287 -0.69 0.55 0.31 1.0911
C -5.039 -0.981 0.088 0.67 -0.55 -0.52 -0.9108
C -5.377 0.119 0.857 -0.07 -0.10 -0.11 -0.8721
C -4.388 0.963 1.335 0.99 0.46 0.10 -1.2430
C -3.055 0.692 1.040 -0.81 0.08 0.89 -0.8059
C -2.663 -0.392 0.222 0.00 -0.05 0.07 1.1928
O -1.427 -0.615 -0.057 -0.51 0.02 0.49 0.5410
H -4.899 0.361 -3.609 0.05 0.05 -0.05 0.2607
H -3.620 0.209 -4.841 0.01 0.03 0.06 0.3848
H -3.478 1.427 -3.534 0.01 0.01 -0.03 0.3314
H -1.397 0.815 -4.339 -0.07 0.09 -0.08 0.5057
H 0.965 0.227 -4.457 0.08 0.06 -0.06 0.4772
H 1.835 -1.739 -3.220 0.07 -0.06 -0.03 0.4685
H 0.279 -3.128 -1.907 0.08 -0.14 0.13 0.4524
H -2.008 -3.732 -1.612 -0.16 0.16 -0.18 0.4156
H -4.254 -3.159 -1.127 0.04 -0.02 0.13 0.4168
H -5.815 -1.645 -0.264 -0.08 -0.06 -0.02 0.4657
H -6.414 0.305 1.091 -0.11 0.03 0.03 0.4625
H -4.639 1.818 1.942 -0.01 0.04 0.10 0.5663
H -2.283 1.252 1.549 -0.12 0.01 -0.17 0.9424
```
Forces are in eV/Å.

Summary:
- HOMO level (spin up / spin down) (eV) = -8.7 / -10.3
- maximum force (eV/Å) = 1.841
- net charge = +1
- multiplicity = 5

---

[3]
Here is a cluster of 2 separate species, CH2N2OS2 in total from the OMol25 dataset. Energies are from ωB97M-V with the def2-TZVPD basis set.

XYZ file:
```
8
Properties=species:S:1:pos:R:3:forces:R:3:mulliken_charge:R:1
C -1.614 1.105 -0.077 -0.13 -0.09 -0.05 0.2939
N -1.093 2.089 0.208 0.17 0.36 0.04 -0.3030
N 2.230 -0.517 -0.094 -0.73 -0.04 -0.08 -0.3798
O -3.043 -0.835 0.766 -0.42 -0.35 0.63 -0.3494
S 0.710 -1.124 -0.295 0.65 -0.06 0.03 -0.0782
S -2.427 -0.373 -0.480 0.39 0.22 -0.57 0.3042
H 2.566 -0.312 0.835 0.02 0.00 -0.10 0.2561
H 2.670 -0.034 -0.863 0.06 -0.03 0.11 0.2562
```
Forces are in eV/Å.

Summary:
- HOMO level (spin up / spin down) (eV) = -9.3 / -8.8
- maximum force (eV/Å) = 0.832
- energy above the lowest of the compared OMol25 structures with the same formula, charge and spin (kJ/mol) = 182.9
- multiplicity = 1